174
Properties=species:S:1:pos:R:3:forces:R:3 method="wB97M-V/def2-TZVPD" s_squared=0.751 spin_multiplicity=2 lumo_ev="1.55 / 1.50" charge=-1 homo_lumo_gap_ev="1.7 / 8.0" e_homo_ev="-0.2 / -6.5"
C 10.14452 -7.85129 -2.46941 -0.149 -1.550 0.042
C 11.68545 -7.95229 -2.43388 0.063 -0.282 0.445
C 12.06791 -7.64375 -0.91908 -0.474 0.976 -0.891
C 13.48198 -7.94784 -0.62270 0.727 -0.739 -0.107
C 13.67905 -9.43123 -0.84231 1.325 -0.077 -0.245
C 13.44953 -9.93485 -2.30339 -0.962 -0.179 -0.014
N 12.11221 -9.35677 -2.76525 -0.019 0.171 3.822
O 11.66621 -9.66371 -4.00497 0.619 -0.534 -2.301
C 14.63804 -9.54923 -3.29984 -1.491 -1.172 1.023
C 13.30882 -11.51546 -2.17700 -0.375 1.187 -0.843
C 12.28041 -7.01039 -3.49614 0.004 0.901 0.901
H 9.68296 -8.26074 -3.36798 0.349 0.411 -0.476
H 9.67691 -6.88746 -2.26822 0.496 0.139 0.056
H 9.80771 -8.58318 -1.73524 -0.243 0.209 0.473
H 11.87112 -6.61426 -0.61988 -0.107 0.516 -0.828
H 11.45007 -8.12593 -0.16153 -0.311 -0.850 -0.541
H 13.69954 -7.72004 0.42079 0.237 0.175 0.001
H 14.17046 -7.40790 -1.27275 0.053 0.339 0.044
H 13.17103 -9.94973 -0.02918 -0.799 -0.385 -0.561
H 14.71172 -9.67976 -0.59750 0.407 -0.033 -0.243
H 15.50071 -10.18442 -3.09875 0.248 0.330 0.319
H 14.29205 -9.89124 -4.27525 -0.047 0.522 -0.254
H 14.85041 -8.48081 -3.26136 0.178 -0.232 -0.173
H 13.07066 -11.95083 -3.14749 0.337 -0.012 -0.232
H 14.21406 -11.97385 -1.77886 0.042 0.114 -0.035
H 12.45071 -11.79467 -1.56563 0.103 0.325 0.330
H 12.29623 -6.01878 -3.04386 0.060 0.284 -0.122
H 11.64838 -6.92352 -4.37993 0.010 -0.288 0.061
H 13.29969 -7.23822 -3.80801 -0.088 -0.211 0.052
H 10.92940 -10.27353 -3.92230 -0.112 -0.128 0.285
C 13.95361 -6.27565 -10.59898 -0.878 0.773 1.338
C 12.45229 -6.67936 -10.63731 0.501 -1.905 -1.469
C 12.54378 -8.27601 -10.82800 -0.427 0.360 -0.002
C 12.76504 -9.11807 -9.56430 -0.076 0.393 -1.085
C 11.81037 -8.70580 -8.51403 -1.116 0.370 1.194
C 11.77221 -7.16952 -8.19608 -1.401 -1.316 0.779
N 11.59547 -6.36245 -9.44954 1.395 -3.866 -0.697
O 11.62828 -5.03370 -9.19657 0.024 1.869 0.404
C 10.44910 -6.89687 -7.35444 0.535 0.081 -0.612
C 13.03959 -6.94608 -7.30787 -0.348 1.134 -0.351
C 11.70662 -6.10639 -11.91318 0.840 -0.189 0.737
H 14.02792 -5.19346 -10.49201 0.265 0.193 -0.421
H 14.54756 -6.68778 -11.41475 -0.366 0.319 -0.153
H 14.38467 -6.65300 -9.67168 0.149 -0.230 0.054
H 11.66453 -8.59390 -11.38833 -0.446 -0.094 0.519
H 13.33794 -8.60800 -11.49672 0.329 0.773 -0.344
H 13.80190 -9.02742 -9.24057 0.182 0.323 0.077
H 12.62945 -10.16965 -9.81706 -0.010 -0.095 0.006
H 12.03435 -9.20729 -7.57252 0.275 0.139 0.310
H 10.82115 -9.12577 -8.69613 -0.323 0.397 -0.629
H 9.49178 -7.04918 -7.85288 0.343 -0.141 -0.913
H 10.32219 -7.58357 -6.51753 0.643 0.252 0.474
H 10.36890 -5.84465 -7.08151 0.295 -0.155 0.534
H 13.52869 -6.04200 -7.67054 0.353 -0.002 0.205
H 12.81720 -6.77910 -6.25394 -0.377 0.130 -0.114
H 13.73096 -7.78800 -7.27205 0.099 0.019 -0.531
H 11.38190 -5.07788 -11.75567 -0.322 -0.140 0.232
H 10.88596 -6.77042 -12.18464 -0.177 0.320 0.189
H 12.32456 -6.03098 -12.80792 0.481 -0.318 0.095
H 10.73729 -4.80909 -9.47457 -0.356 0.867 0.075
C 15.35952 -2.96238 -6.00330 -1.260 -0.187 -1.225
C 16.49950 -4.01029 -6.02435 -0.434 1.687 -0.136
C 17.72969 -3.06096 -5.91073 1.417 -1.217 -2.016
C 19.05236 -3.75567 -5.50347 -0.944 -0.367 1.479
C 18.77251 -4.52696 -4.17607 -0.390 0.179 -0.510
C 17.51989 -5.49327 -4.31302 0.410 -0.170 1.238
N 16.36142 -4.70953 -4.78794 1.957 0.054 1.011
O 15.21293 -5.49211 -4.80501 -0.588 -0.817 -0.173
C 17.93855 -6.71603 -5.14013 -0.355 -0.335 -1.244
C 17.11795 -5.97677 -2.84691 1.345 -0.513 -1.452
C 16.49341 -4.93485 -7.30134 -0.563 0.301 -0.194
H 15.45844 -2.22961 -6.80415 0.357 0.036 -0.180
H 15.23228 -2.38458 -5.08784 0.558 -0.337 0.235
H 14.36952 -3.37982 -6.18698 0.065 -0.470 0.040
H 17.90327 -2.77618 -6.94846 -0.141 0.320 -0.294
H 17.52391 -2.10524 -5.42870 -0.033 -0.463 0.649
H 19.88264 -3.05514 -5.41398 -0.148 0.252 0.320
H 19.43442 -4.48247 -6.22032 -0.497 -0.048 -0.386
H 18.60533 -3.84779 -3.34009 -0.342 0.321 -0.118
H 19.67671 -5.05421 -3.87190 -0.143 -0.574 -0.093
H 17.14094 -7.42818 -5.35171 -0.310 -0.264 1.011
H 18.15456 -6.54223 -6.19428 0.536 0.873 0.111
H 18.82980 -7.21341 -4.75753 -0.213 -0.079 0.373
H 16.58032 -5.19298 -2.31331 0.245 -0.138 0.176
H 16.63017 -6.95108 -2.81724 -0.810 0.263 -0.410
H 18.06401 -6.29461 -2.40868 0.181 0.698 0.619
H 17.45923 -5.29106 -7.65967 0.172 0.283 0.279
H 15.99631 -4.49204 -8.16442 0.210 0.771 -0.004
H 15.85700 -5.81533 -7.21285 0.100 -0.147 0.789
H 14.91600 -5.42748 -3.89438 -0.430 -0.017 0.075
O 12.67701 -13.34959 -9.46683 -0.403 -0.330 -0.122
H 13.28139 -12.84647 -10.01257 0.264 0.175 -0.002
H 12.93627 -13.14345 -8.56876 0.093 0.097 0.078
O 8.61099 -7.69071 -12.68766 0.177 -0.523 -0.725
H 8.65863 -6.77377 -12.41713 -0.158 0.387 0.382
H 8.74672 -8.18651 -11.88020 -0.176 -0.048 0.303
O 8.04266 -5.57375 -5.66615 -0.310 -0.703 -0.587
H 8.63402 -5.87315 -4.97559 0.325 -0.213 0.551
H 7.95445 -4.63264 -5.51524 -0.115 0.891 0.109
O 7.03508 -5.44724 -8.34628 0.082 -0.028 -0.662
H 6.82829 -4.54521 -8.59083 -0.200 0.542 -0.027
H 6.70461 -5.53530 -7.45227 0.055 -0.045 0.851
O 8.76831 -5.74333 -10.63078 0.326 0.520 -0.563
H 8.21454 -5.36018 -9.95051 -0.361 -0.083 0.334
H 9.27616 -6.41556 -10.17642 0.373 -0.366 0.335
O 7.30981 -8.12303 -8.69372 0.076 -0.848 -0.293
H 7.89346 -8.48786 -8.02853 0.073 -0.151 0.220
H 7.37917 -7.17514 -8.58003 -0.211 0.610 -0.086
O 14.81860 -11.45628 -8.41319 0.172 -0.341 -0.181
H 14.45177 -11.63665 -7.54767 -0.029 0.014 0.320
H 14.82145 -10.50130 -8.47837 -0.046 0.296 -0.049
O 12.33200 -4.31630 -15.19616 -0.188 -0.151 0.135
H 12.08205 -3.64733 -15.83353 -0.123 0.176 -0.176
H 13.19910 -4.04697 -14.89311 0.238 0.054 -0.011
C 15.35360 -0.43380 -11.67006 0.335 1.491 1.016
C 14.54981 -1.66001 -11.77128 -1.433 -1.839 -0.355
C 13.35116 -1.81908 -10.82632 -0.193 1.268 0.435
O 14.00476 -1.79654 -13.11813 1.125 0.368 0.034
H 15.76634 -0.43742 -10.66124 -0.011 0.068 0.280
H 14.76796 0.48341 -11.73214 -0.028 0.051 -0.336
H 16.24914 -0.37410 -12.28857 -0.363 -0.218 -0.490
H 15.27506 -2.43271 -11.51624 -0.153 -0.754 -0.501
H 13.52887 -1.80367 -9.75101 0.674 -0.379 0.009
H 12.72592 -2.68621 -11.03907 0.256 -0.150 -0.141
H 12.72332 -0.93303 -10.92038 -0.272 0.064 -0.416
H 13.29407 -2.43988 -13.16946 -0.059 -0.095 0.510
C 15.56114 -5.39004 -14.62591 -1.597 1.253 -0.828
C 16.91228 -5.07935 -14.13517 1.666 0.505 1.975
C 16.99536 -4.63704 -12.59703 -0.977 -0.319 -0.867
O 17.60839 -6.28365 -14.26296 0.984 -1.439 0.054
H 14.82494 -4.64292 -14.32938 0.067 0.067 0.176
H 15.20108 -6.35288 -14.26343 -0.005 -0.052 0.077
H 15.57447 -5.38448 -15.71581 -0.149 -0.345 -0.019
H 17.51904 -4.45922 -14.79500 -0.548 0.749 0.148
H 17.06515 -3.57526 -12.36072 0.346 0.078 -0.472
H 17.75767 -5.20440 -12.06310 0.250 0.178 -0.311
H 16.04924 -4.91837 -12.13464 -0.183 -0.198 0.077
H 17.02585 -6.92375 -13.84760 0.330 -0.443 0.139
C 16.83631 -11.58960 -11.83274 0.696 2.313 -0.640
C 16.43034 -10.19620 -12.42647 -0.151 0.050 -1.143
C 16.47558 -8.97117 -11.56803 -0.334 -0.706 2.030
O 17.33649 -9.81451 -13.47777 0.378 -1.220 -0.666
H 17.74696 -11.28278 -11.31827 0.070 -0.683 0.693
H 17.17697 -12.26290 -12.61933 -0.474 -0.005 -0.078
H 16.07153 -12.01546 -11.18324 0.215 0.099 -0.011
H 15.42949 -10.21505 -12.85781 -0.180 -0.454 -0.036
H 15.91446 -8.16912 -12.04757 0.213 0.126 0.124
H 17.49790 -8.69472 -11.31008 0.065 0.152 -0.392
H 16.02439 -9.20417 -10.60354 -0.485 0.336 0.222
H 16.94682 -9.06036 -13.92612 0.049 -0.066 -0.149
C 11.75358 -3.99957 -4.98511 -0.336 -0.486 -0.151
C 11.16722 -2.62982 -5.27989 0.038 0.502 1.348
C 10.94582 -1.92163 -3.97103 -0.571 1.086 1.948
O 12.05205 -1.83522 -6.07455 -0.060 -0.698 -0.019
H 11.06849 -4.55974 -4.34875 -0.230 0.031 -0.079
H 12.70404 -4.00528 -4.45153 0.135 0.496 -0.042
H 11.88502 -4.59987 -5.88536 0.038 0.016 -0.215
H 10.20025 -2.70841 -5.77678 -0.061 -0.288 -0.187
H 10.40226 -0.97733 -3.94015 -0.074 0.255 -1.073
H 11.81886 -1.65987 -3.37321 0.747 -0.309 -0.532
H 10.35082 -2.44250 -3.22085 -0.186 -0.883 -0.398
H 12.46179 -2.54683 -6.57186 0.501 0.451 -0.700
C 10.15453 -11.71364 -13.46426 0.840 1.023 1.009
C 11.48258 -10.85915 -13.37741 -0.576 -1.333 -1.659
C 12.65311 -11.58557 -12.73465 0.042 -1.016 0.010
O 11.85618 -10.47780 -14.72541 0.247 0.156 0.859
H 10.08303 -12.63663 -14.03965 0.875 0.042 -0.064
H 9.37152 -11.06470 -13.85652 -0.118 0.109 0.256
H 9.97799 -11.93409 -12.41148 -0.670 -0.232 0.014
H 11.23417 -10.00187 -12.75175 0.017 0.262 -0.296
H 12.74704 -12.62559 -13.04713 -0.513 -0.219 -0.258
H 12.48428 -11.64461 -11.65943 0.139 0.230 0.087
H 13.66233 -11.24215 -12.96187 -0.316 0.847 0.106
H 11.19374 -9.85172 -15.02673 -0.087 0.092 -0.108